Entry 1:
ORCA calculation (ωB97M-V with the def2-TZVPD basis set) on a structure of composition C2H5BrSe.

ΔE to the lowest compared entry with this formula, charge and spin, eV: 3.9642
Calculated total energy, Ha: -5054.4746
Frontier orbital gap (alpha / beta), eV: 8.84 / 6.53
E_LUMO (alpha / beta), eV: 0.34 / -0.46

```
! RIJCOSX wB97M-V def2-TZVPD def2/J DEFGRID3
* xyz 0 1
Br 2.514 0.597 0.277
Se 0.865 -1.952 -0.031
C -0.548 -1.197 -0.845
C 0.907 1.545 0.341
H 0.746 2.106 -0.569
H 0.775 2.088 1.257
H 0.545 -1.525 1.324
H -0.667 -1.307 -1.900
H -1.326 -0.747 -0.259
*
```

In elementary charge units, the Mulliken charges are: -0.0258, -0.0329, -0.7508, -0.5398, 0.2560, 0.2808, 0.1367, 0.3377, 0.3381



Entry 2:
ORCA calculation (ωB97M-V with the def2-TZVPD basis set) on a structure of composition C19H17F6FeN7O4S4Sb.

ΔE to the lowest compared entry with this formula, charge and spin, eV: 0.0000
Calculated total energy, Ha: -5114.4090
Frontier orbital gap (alpha / beta), eV: 6.52 / 8.30
<S²>: 1.09
E_LUMO (alpha / beta), eV: -1.94 / -0.12

```
! RIJCOSX wB97M-V def2-TZVPD def2/J DEFGRID3
* xyz 0 2
Sb -1.590 0.934 1.000
Fe 0.068 -0.448 -0.414
S -1.067 -2.305 -0.657
S 2.978 1.460 0.026
S 3.019 -0.027 -2.333
S 0.655 -1.046 1.636
F 5.450 -0.897 -2.743
F 5.088 0.869 1.430
F 3.221 0.762 2.523
F 3.868 -2.226 -3.397
F 4.323 -2.038 -1.288
F 3.759 -0.805 1.118
O 1.559 1.126 0.112
O 3.341 2.807 0.311
O 3.011 0.572 -3.640
O 1.793 -0.662 -1.909
N -1.262 1.494 -3.908
N -3.530 -6.655 2.932
N -1.242 -5.041 5.915
N -0.670 3.357 -1.197
N 1.130 3.175 -2.470
N -0.800 0.236 -2.179
N 3.658 0.932 -1.277
C -2.834 -5.760 2.748
C -1.220 -4.626 4.844
C 1.267 4.340 -1.768
C -0.385 -2.988 3.247
C -1.978 -4.635 2.491
C -0.695 2.475 2.123
C -1.850 0.282 -4.153
C -1.567 -0.484 -3.070
C -1.190 -4.081 3.516
C -3.129 1.914 -0.086
C 3.815 0.499 1.361
C -1.122 -2.989 0.947
C -0.649 1.438 -2.710
C -0.052 2.625 -2.097
C -2.733 -0.168 2.398
C 4.254 -1.387 -2.442
C 0.153 4.433 -0.984
C -0.347 -2.434 1.968
C -1.939 -4.087 1.221
H -2.398 0.074 -5.054
H -1.311 2.316 -4.486
H -2.669 2.726 -0.647
H -3.237 -0.979 1.873
H 1.822 2.737 -3.068
H -0.095 5.207 -0.279
H 0.220 -2.559 4.035
H 2.143 4.957 -1.846
H -0.120 3.080 1.426
H -3.474 0.470 2.877
H -1.472 3.068 2.602
H -3.614 1.212 -0.762
H -3.858 2.306 0.622
H -2.548 -4.511 0.434
H -2.067 -0.588 3.146
H -1.847 -1.505 -2.887
H -0.031 2.043 2.869
*
```

In elementary charge units, the Mulliken charges are: 0.8857, 0.0299, -0.3536, 1.4699, 1.2058, -0.3920, -0.2001, -0.2195, -0.2168, -0.1893, -0.1816, -0.1643, -0.0683, -0.7270, -0.7123, -0.6697, 0.1100, -0.5014, -0.5067, -0.0955, 0.1953, 1.2151, -0.7129, -0.2120, -0.2036, -0.3576, -0.9358, 0.5447, -1.1208, -0.8428, -0.6791, 0.4425, -1.1834, 0.3990, 0.7583, -0.3942, -0.2514, -1.2482, 0.4067, -0.6888, 0.3740, -0.9094, 0.4270, 0.2237, 0.3005, 0.3671, 0.2673, 0.4986, 0.5354, 0.4842, 0.1784, 0.4900, 0.4976, 0.3827, 0.5177, 0.5149, 0.3536, 0.5083, 0.3546



Entry 3:
ORCA calculation (ωB97M-V with the def2-TZVPD basis set) on a structure of composition C15H13F2N5NiO2SbSe4.

Calculated total energy, Ha: -12557.7900
Frontier orbital gap (alpha / beta), eV: 7.19 / 7.14
<S²>: 2.01
E_LUMO (alpha / beta), eV: 1.82 / 1.75

```
! RIJCOSX wB97M-V def2-TZVPD def2/J DEFGRID3
* xyz -1 3
Sb 2.722 -4.165 -2.112
Se 0.348 -2.241 -1.227
Se 3.377 -4.576 0.119
Se 3.832 -2.560 -3.412
Se 0.938 -5.435 -3.058
Ni 0.059 -0.461 0.783
F -1.640 4.338 1.971
F 1.908 2.896 4.627
O -0.647 -2.952 3.795
O -0.954 -1.592 2.031
N -0.500 -2.225 -2.910
N 1.168 -2.078 2.777
N -1.535 0.631 -0.056
N 1.052 -0.491 -1.211
N 1.660 -1.622 1.530
C -0.024 -1.350 -3.854
C -1.534 1.917 0.336
C 1.182 1.491 2.875
C -2.317 2.855 -0.344
C -0.626 2.228 1.464
C -3.106 1.112 -1.783
C -0.257 -2.213 2.907
C 1.077 2.668 3.583
C 0.142 3.643 3.288
C 1.068 0.185 -2.295
C 0.332 1.249 1.797
C 0.630 -0.199 -3.619
C -2.297 0.245 -1.076
C -3.101 2.447 -1.406
C -0.699 3.389 2.228
H -2.296 3.889 -0.044
H 2.054 -2.401 0.993
H 1.488 1.185 -2.177
H -0.512 -3.192 -3.243
H 1.909 0.758 3.206
H -3.702 3.174 -1.939
H -2.248 -0.808 -1.330
H -0.274 -1.639 -4.869
H 2.412 -0.959 1.686
H -3.706 0.747 -2.604
H 0.894 0.433 -4.452
H 1.663 -2.872 3.156
H 0.059 4.551 3.867
*
```

In elementary charge units, the Mulliken charges are: 0.8487, -0.0874, -0.5420, -0.5533, -0.6200, 0.0674, -0.3545, -0.3502, -0.7355, -0.6334, -0.3892, -0.2620, 0.0676, -0.2914, -0.0647, -0.0929, 0.8330, -0.0969, -0.8229, -0.5150, -0.8681, 0.5893, 0.2911, -0.8046, 0.0443, 0.6822, -0.6273, -0.3578, -0.3134, 0.3354, 0.4574, 0.0250, 0.4180, 0.1843, 0.3675, 0.4087, 0.6031, 0.4051, 0.2141, 0.4203, 0.3790, 0.2654, 0.4759



Entry 4:
ORCA calculation (ωB97M-V with the def2-TZVPD basis set) on a cluster of 2 separate species, C3H12N3O in total.

ΔE to the lowest compared entry with this formula, charge and spin, eV: 0.0000
Calculated total energy, Ha: -360.8347
Frontier orbital gap, eV: 11.40
E_LUMO, eV: -2.92

```
! RIJCOSX wB97M-V def2-TZVPD def2/J DEFGRID3
* xyz 1 1
O -0.931 1.518 -0.455
N -2.285 2.749 0.855
N -0.142 2.186 1.569
N 0.067 -0.938 -0.270
C 1.471 -2.921 -0.809
C 1.088 -1.504 -1.203
C -1.115 2.140 0.595
H 0.569 -3.526 -0.713
H -0.278 2.876 2.289
H 1.993 -2.924 0.148
H 0.665 -1.437 -2.202
H -0.174 0.069 -0.511
H -2.973 2.850 0.128
H -2.394 3.239 1.723
H 0.385 -0.909 0.695
H 2.137 -3.348 -1.554
H -0.801 -1.475 -0.277
H 0.783 2.180 1.167
H 1.934 -0.824 -1.175
*
```

In elementary charge units, the Mulliken charges are: -0.7886, -0.3718, -0.4653, -0.2833, -1.0930, -0.4078, 0.7022, 0.3421, 0.2277, 0.3428, 0.3552, 0.3066, 0.2492, 0.1801, 0.3861, 0.3457, 0.3604, 0.2571, 0.3546



Entry 5:
ORCA calculation (ωB97M-V with the def2-TZVPD basis set) on a structure of composition C33H38HfIN7O4.

ΔE to the lowest compared entry with this formula, charge and spin, eV: 0.1426
Calculated total energy, Ha: -2309.0627
Frontier orbital gap, eV: 6.22
E_LUMO, eV: -11.92

```
! RIJCOSX wB97M-V def2-TZVPD def2/J DEFGRID3
* xyz 4 1
Hf 0.359 0.302 -0.998
I 2.398 2.075 0.463
O -2.354 6.391 3.192
O -1.519 -0.064 -1.213
O -0.258 7.004 2.797
O -2.899 -0.915 3.739
N 2.579 -0.642 -1.640
N -0.072 -0.031 1.209
N -4.597 -1.813 -0.645
N 0.393 0.537 -3.358
N 3.817 -4.180 1.145
N 0.157 -2.183 -1.011
N -0.273 2.427 -1.545
C -1.483 3.132 0.447
C -3.455 -1.572 1.466
C -2.392 -0.929 0.794
C -3.625 -1.176 -1.300
C 1.099 -3.329 -0.773
C 2.770 -3.058 1.205
C -4.519 -1.994 0.667
C 0.074 4.667 -0.610
C 0.614 -0.365 3.579
C 0.361 -0.250 -5.627
C 1.396 -3.540 0.728
C -0.342 1.978 -5.139
C -1.198 6.329 2.514
C 0.795 0.274 2.349
C 2.365 -3.098 -1.572
C 3.169 -1.901 -1.074
C -1.081 5.308 1.404
C 2.635 1.522 3.351
C -3.797 -0.934 -2.766
C 3.221 -1.807 0.462
C 0.598 -0.421 -4.268
C -3.517 -1.913 2.938
C -2.520 -0.736 -0.588
C 2.391 0.921 4.576
C -0.093 1.723 -3.808
C -1.748 4.091 1.423
C -0.579 3.442 -0.553
C 1.845 1.183 2.260
C 1.394 -0.036 4.678
C -0.172 5.594 0.387
C -1.272 -0.432 1.568
C -0.109 0.969 -6.074
C -0.383 2.729 -2.780
H -0.725 3.717 -3.087
H -0.718 2.946 -5.445
H -1.516 -0.386 2.625
H -3.090 6.017 2.690
H -0.147 -1.123 3.712
H -4.564 -2.043 3.210
H 1.213 -0.534 5.621
H 0.967 -1.375 -3.908
H 4.197 -1.459 0.808
H -3.025 -2.878 3.107
H -0.188 -2.307 -1.966
H 4.185 -1.983 -1.464
H 0.658 -3.008 1.333
H 3.428 2.253 3.257
H 0.552 -1.068 -6.308
H -2.456 3.861 2.209
H 2.608 -0.729 -2.655
H 0.791 4.886 -1.392
H -0.296 1.140 -7.127
H 2.729 -2.838 2.271
H -4.513 -1.648 -3.164
H 2.517 -1.046 0.814
H 2.139 -2.982 -2.636
H -2.020 2.191 0.449
H 3.978 -4.561 0.210
H -5.361 -2.502 1.125
H -4.189 0.070 -2.940
H -2.855 -1.026 -3.311
H 0.345 6.545 0.406
H -3.444 -0.727 4.511
H 3.534 -4.966 1.740
H 3.233 0.118 -1.448
H -0.691 -2.346 -0.462
H 1.253 -4.594 0.977
H 2.990 1.192 5.435
H 0.602 -4.226 -1.141
H 2.981 -4.001 -1.552
H 4.724 -3.859 1.500
*
```

In elementary charge units, the Mulliken charges are: 0.1671, 0.3664, -0.4538, -0.0627, -0.4698, -0.4843, -0.7738, 1.7658, -0.5041, -0.1129, -0.1034, -0.7550, 0.5113, -0.1412, 0.4590, 1.2373, 0.1643, 0.1413, -0.7781, -1.0963, -0.2408, -0.7488, -1.0759, -0.9431, -0.8937, 0.4831, -0.1501, -1.4308, 0.0026, 0.4543, -0.7328, -1.1910, -0.0428, 0.3528, -0.6156, 0.0513, -0.8106, 0.1878, -1.0108, -0.1563, 0.9262, -1.0463, -1.0984, -2.0133, -0.5219, 0.0148, 0.6594, 0.5604, 1.7274, 0.3509, 0.6423, 0.6088, 0.4994, 0.1585, 0.6809, 0.2567, 0.4130, 0.5119, 0.1207, 0.5326, 0.5041, 0.4608, 0.3484, 0.5994, 0.5099, 0.5642, 0.4349, -0.4219, 0.4691, 0.4376, 0.3046, 0.4465, 0.2962, 0.2983, 0.5066, 0.3267, 0.4151, 0.3953, 0.1987, 0.4369, 0.4877, 0.7395, 0.2792, 0.4123



Entry 6:
ORCA calculation (ωB97M-V with the def2-TZVPD basis set) on a structure of composition C6H18AlFO3.

ΔE to the lowest compared entry with this formula, charge and spin, eV: 2.2000
Calculated total energy, Ha: -806.4797
Frontier orbital gap, eV: 3.65
E_LUMO, eV: -14.19

```
! RIJCOSX wB97M-V def2-TZVPD def2/J DEFGRID3
* xyz 2 1
Al 0.196 -0.619 -0.052
F 2.572 -0.014 1.453
O 1.180 1.960 -1.040
O -0.938 -3.282 0.002
O -1.165 0.968 1.987
C -1.527 -5.300 -1.259
C -0.448 2.044 2.601
C 1.063 2.272 -2.438
C -0.155 1.842 4.073
C -1.338 -3.776 -1.300
C 2.199 3.205 -2.792
H 2.139 3.418 -3.863
H -0.513 -3.571 -1.988
H -1.037 1.572 4.659
H -1.940 0.808 2.547
H -1.630 -5.661 -2.282
H 0.526 2.132 2.113
H -0.746 -5.803 -0.693
H 1.265 2.809 -0.577
H 0.396 2.609 4.613
H -2.479 -5.521 -0.770
H 3.187 2.802 -2.584
H 1.174 1.373 -3.044
H -2.184 -3.284 -1.783
H -1.019 2.976 2.499
H 2.015 4.173 -2.320
H 0.476 0.949 4.161
H -1.367 -3.834 0.673
H 0.095 2.753 -2.596
*
```

In elementary charge units, the Mulliken charges are: 1.4107, -0.3043, -0.3754, -0.4190, -0.4239, -1.2462, 0.0361, -0.1428, -1.2208, -0.1289, -1.2101, 0.3540, 0.2938, 0.3766, 0.3147, 0.3513, 0.2020, 0.3809, 0.2959, 0.3545, 0.3857, 0.3396, 0.3224, 0.3275, 0.3124, 0.4421, 0.3389, 0.3230, 0.3093